Br2HOPS | ωB97M-V/def2-TZVPD

- Charge: 0
- HOMO: -9.51 eV
- Orbital gap: 8.118 eV
- SMILES string: OP(Br)SBr
- Strongest force on any atom: 2.82 eV/Å
- Electronic energy: -5963.447305 Ha
- Energy above the lowest of the compared OMol25 structures with the same formula, charge and spin: 112.9 kJ/mol

Last columns: bonded neighbours and bond lengths (Å).
Geometry (Å):
1 O 0.63267 1.05865 -0.65775  P2 1.561, H6 1.002
2 P 0.87489 0.05228 -1.82560  O1 1.561, S3 2.293, Br4 2.358
3 S -1.07165 -1.14974 -1.97320  P2 2.293, Br5 2.233
4 Br 2.26841 -1.43684 -0.64271  P2 2.358
5 Br -1.99407 -2.17295 -0.21541  S3 2.233
6 H 0.32726 0.58204 0.16962  O1 1.002